No. 1
{
  "formula": "C4H4O2S",
  "method": "wB97M-V/def2-TZVPD",
  "symbols": ["H", "S", "O", "H", "O", "C", "C", "H", "H", "C", "C"],
  "xyz": [[-1.85, 0.29, 1.86], [-1.93, 0.13, 0.52], [0.16, -1.98, -0.61], [-0.82, -1.93, -0.91], [0.52, 1.51, -0.03], [1.89, -0.35, -0.18], [0.48, -0.71, -0.16], [2.60, 1.84, -0.36], [2.76, -1.16, -0.03], [1.82, 1.09, -0.30], [-0.39, 0.40, 0.01]],
  "e_above_lowest_kj_mol": 267.9,
  "energy_ha": -703.3899,
  "gap_ha": 0.3239,
  "lumo_ev": 0.42,
  "multiplicity": 1,
  "homo_energy_ev": -8.39,
  "smiles": "Oc1ccoc1S"
}

---

No. 2
{
  "formula": "C18H56O10Si2",
  "method": "wB97M-V/def2-TZVPD",
  "symbols": ["C", "H", "H", "H", "C", "H", "H", "C", "H", "O", "Si", "O", "H", "H", "H", "Si", "C", "H", "H", "O", "C", "H", "C", "H", "H", "C", "H", "H", "H", "C", "H", "O", "H", "H", "H", "H", "H", "H", "H", "H", "H", "H", "H", "C", "C", "H", "H", "H", "H", "C", "O", "H", "H", "H", "H", "H", "O", "C", "H", "H", "C", "H", "H", "H", "H", "O", "O", "O", "H", "H", "H", "H", "H", "O", "H", "C", "H", "H", "C", "H", "C", "H", "C", "H", "H", "C"],
  "xyz": [[1.50, -1.04, 2.11], [6.86, -4.32, -1.60], [1.18, 6.83, 6.10], [4.39, -3.11, -2.82], [4.48, 3.65, 3.61], [4.14, 4.69, 3.60], [1.28, -4.05, -2.66], [-9.54, -0.19, -2.42], [0.75, 0.98, 2.09], [-2.09, -4.79, 1.36], [-1.75, -0.61, 1.44], [3.48, -0.28, -3.99], [4.12, -0.27, -4.71], [-5.46, -2.23, -1.86], [-9.27, -0.03, -1.37], [-2.53, -3.38, 2.05], [3.92, 0.64, -2.99], [-10.63, 1.66, -2.63], [-0.51, 0.82, -0.04], [-2.22, -2.16, 1.00], [5.89, -4.48, -1.13], [-2.88, 0.28, 1.11], [1.38, 6.56, 3.96], [2.70, -1.96, -3.92], [4.89, 0.32, -2.60], [5.13, -3.17, -1.00], [-6.90, -0.85, -0.35], [-3.97, -3.46, 2.38], [-5.48, 0.08, 0.14], [1.95, 6.90, 5.33], [-11.07, 0.43, -3.81], [-8.44, 0.17, -3.25], [1.97, 3.71, 2.91], [4.34, 3.26, 4.61], [5.54, 3.64, 3.36], [4.31, 2.75, -2.74], [1.93, -2.62, -1.84], [6.05, -4.94, -0.16], [0.17, 5.14, 4.56], [0.46, -1.15, -3.24], [1.80, 0.58, 0.77], [2.75, 6.19, 5.58], [2.10, -1.76, 0.20], [0.24, -2.21, -3.11], [1.83, -2.18, 1.16], [-1.78, -3.20, 3.31], [3.03, 2.38, -3.90], [-9.69, -1.25, -2.58], [5.33, -5.19, -1.76], [-5.92, -0.49, -0.68], [2.29, 2.80, 2.93], [3.26, -2.68, 2.43], [0.79, -1.36, 2.88], [3.20, 0.57, -2.18], [-0.20, -2.58, -4.03], [0.59, 7.27, 3.69], [2.47, -2.90, -3.82], [-0.24, -0.09, 0.49], [-4.05, -1.31, -1.35], [-8.26, 1.11, -3.12], [-5.03, -1.66, -1.03], [2.41, -0.76, 2.64], [0.98, -2.85, 1.04], [2.36, 7.91, 5.34], [4.17, -3.34, -0.52], [4.93, -2.53, -2.26], [2.93, -2.98, 1.59], [-6.08, 0.42, -1.75], [-4.90, -2.33, -0.18], [4.01, 1.79, 2.62], [4.72, 2.13, -4.34], [-1.52, -0.59, 2.90], [-0.50, -2.31, -2.31], [0.87, 5.23, 3.90], [5.70, -2.47, -0.39], [0.98, 0.19, 1.37], [-1.87, -4.70, 0.44], [2.15, 6.62, 3.20], [3.68, 2.83, 2.61], [3.83, 3.21, 1.60], [4.00, 2.06, -3.52], [-11.63, 0.29, -2.13], [1.50, -2.99, -2.78], [0.00, -0.82, -0.29], [-6.49, -0.06, -2.49], [-10.79, 0.59, -2.77]],
  "e_above_lowest_kj_mol": 19.5,
  "energy_ha": -2050.8437,
  "gap_ha": 0.3713,
  "lumo_ev": 0.57,
  "multiplicity": 1,
  "homo_energy_ev": -9.53
}

---

No. 3
{
  "formula": "C6H12AlBr6NO3",
  "method": "wB97M-V/def2-TZVPD",
  "symbols": ["H", "H", "H", "Br", "Br", "Br", "H", "O", "O", "Br", "H", "H", "C", "H", "H", "Br", "C", "C", "Al", "H", "H", "C", "C", "O", "C", "H", "N", "H", "Br"],
  "xyz": [[8.78, 9.54, 21.60], [7.27, 10.19, 22.25], [7.73, 12.92, 23.27], [6.59, 8.49, 19.78], [11.35, 16.60, 18.03], [8.48, 8.93, 24.04], [11.54, 13.25, 19.70], [9.18, 12.77, 22.11], [7.70, 11.91, 20.81], [10.81, 14.83, 24.35], [11.54, 14.24, 17.26], [12.94, 14.64, 18.22], [9.78, 13.34, 23.63], [7.98, 14.60, 23.60], [10.15, 12.49, 24.20], [7.95, 13.50, 25.81], [11.16, 14.22, 19.41], [11.86, 14.74, 18.17], [7.55, 11.32, 17.93], [9.92, 13.22, 22.56], [6.21, 7.94, 22.21], [8.33, 13.61, 23.87], [7.12, 8.12, 21.65], [9.69, 12.24, 20.07], [7.91, 9.31, 22.19], [10.08, 14.25, 19.33], [8.88, 12.30, 21.01], [7.75, 7.24, 21.62], [11.67, 15.36, 20.90]],
  "e_above_lowest_kj_mol": 274.1,
  "energy_ha": -16201.6926,
  "charge": 2,
  "gap_ha": 0.1172,
  "lumo_ev": -11.89,
  "multiplicity": 1,
  "homo_energy_ev": -15.08
}

---

No. 4
{
  "formula": "C29H30NO3Sn",
  "method": "wB97M-V/def2-TZVPD",
  "symbols": ["C", "C", "C", "C", "H", "C", "H", "H", "C", "C", "C", "H", "C", "C", "C", "H", "H", "C", "C", "C", "C", "H", "H", "H", "H", "C", "H", "H", "H", "H", "C", "H", "C", "H", "C", "C", "N", "C", "H", "H", "C", "H", "H", "O", "H", "C", "C", "O", "H", "H", "H", "H", "C", "H", "O", "C", "C", "H", "H", "C", "H", "H", "C", "Sn"],
  "xyz": [[0.35, 3.72, -2.49], [-0.80, -1.16, -2.06], [3.48, -1.19, -4.85], [-1.48, -3.98, 6.11], [0.55, -3.69, 6.80], [-0.83, 2.66, -0.55], [3.66, -2.25, -5.04], [0.30, 2.84, -3.13], [3.70, 0.71, -3.35], [-2.05, -2.80, 4.06], [4.25, 1.24, -2.04], [-2.80, -2.61, 3.28], [0.55, -0.84, -2.41], [0.71, 4.62, -0.18], [1.40, -1.49, -1.47], [1.15, -2.11, 4.98], [1.37, 1.47, -1.56], [2.98, 1.50, -4.27], [2.91, 2.42, -0.43], [0.42, 3.36, -1.02], [-2.01, 1.30, 0.90], [0.95, -2.74, 0.31], [-1.69, -0.83, -2.59], [2.77, 2.56, -4.02], [-0.28, 2.54, 1.60], [2.80, -0.40, -5.78], [2.49, -1.47, -1.49], [3.99, 0.46, -1.28], [-3.40, -4.10, 5.17], [1.44, 5.27, -0.68], [-2.54, 1.11, -0.41], [1.12, 4.37, 0.81], [-0.19, -3.43, 6.05], [-1.89, 1.92, -2.40], [0.15, -2.55, 5.02], [-0.33, -1.33, 2.81], [3.70, 2.56, -1.58], [-2.40, -3.66, 5.11], [5.36, 1.25, -2.05], [2.50, -0.83, -6.74], [2.55, 0.94, -5.48], [0.85, -0.26, -3.28], [-0.54, 4.34, -2.70], [0.81, -0.69, 3.01], [-3.32, 0.39, -0.68], [1.45, 2.20, -0.74], [-1.78, 1.92, -1.31], [3.35, 2.08, 0.72], [-1.64, -2.34, -0.36], [-0.22, 5.19, -0.02], [-2.33, 0.81, 1.80], [1.24, 4.29, -2.80], [0.59, -2.16, -0.53], [1.08, 1.65, 0.16], [-0.99, -1.27, 1.78], [-0.77, -2.21, 4.00], [-0.97, 2.25, 0.82], [4.42, 3.30, -1.55], [2.02, 1.57, -6.21], [-0.77, -1.97, -0.89], [4.50, -1.23, -2.94], [-1.75, -4.65, 6.93], [3.95, -0.63, -3.67], [2.30, 0.04, 1.59]],
  "energy_ha": -1617.7162,
  "charge": -1,
  "gap_ha": [0.1771, 0.1550],
  "lumo_ev": [1.97, 1.54],
  "multiplicity": 1,
  "homo_energy_ev": [-2.84, -2.68]
}

---

No. 5
{
  "formula": "C27H64BFN6O8P",
  "method": "wB97M-V/def2-TZVPD",
  "symbols": ["B", "H", "O", "C", "F", "C", "N", "C", "H", "H", "H", "C", "H", "H", "H", "H", "H", "H", "C", "P", "H", "H", "H", "H", "H", "H", "C", "H", "H", "N", "H", "C", "C", "H", "H", "H", "C", "H", "H", "H", "H", "N", "H", "H", "H", "H", "O", "O", "H", "C", "H", "H", "C", "C", "H", "H", "O", "H", "C", "O", "C", "C", "H", "H", "H", "H", "H", "C", "O", "N", "C", "H", "N", "C", "H", "H", "H", "H", "H", "H", "C", "C", "O", "H", "H", "H", "H", "C", "C", "H", "C", "C", "H", "H", "O", "C", "H", "N", "H", "H", "H", "H", "H", "C", "H", "H", "H", "C"],
  "xyz": [[3.15, 2.86, -1.27], [-1.53, -2.71, 3.85], [-7.77, -6.03, -0.17], [5.63, 1.31, 0.02], [2.15, 3.84, -0.78], [-3.90, -6.39, 2.42], [7.21, 5.91, -7.68], [-5.00, -7.15, 0.28], [5.24, -1.23, 3.16], [-2.69, -0.85, 2.53], [7.41, 5.03, -8.12], [-8.11, -4.15, -3.25], [-8.89, -4.76, -3.70], [-4.93, -5.23, 1.19], [8.68, 7.12, -8.53], [4.69, 3.40, 2.21], [5.90, 1.44, -1.04], [6.55, -1.34, 4.38], [0.06, 1.50, -1.35], [3.87, 1.93, 0.29], [2.94, 6.17, -4.16], [-7.01, -4.16, -1.43], [6.68, -0.21, 3.02], [-1.58, 2.25, -3.65], [5.62, 0.22, 0.20], [7.33, 8.01, -7.80], [-2.95, 1.07, 1.67], [-8.92, -6.96, -2.89], [7.13, 7.61, -5.50], [4.42, 0.06, 5.47], [5.24, 3.61, -1.62], [-2.79, 0.18, 2.87], [3.98, -1.28, 5.82], [3.45, 2.25, 2.67], [-7.24, -4.15, -3.90], [-1.89, 0.44, 3.43], [-8.21, -5.74, -1.28], [-8.48, -3.13, -3.14], [-2.46, 0.66, -3.65], [-0.82, -0.31, -2.11], [2.90, -1.35, 5.67], [-3.08, 2.41, 1.89], [-2.27, 3.84, 3.16], [-2.72, -8.10, 1.89], [3.95, 4.91, -4.90], [-4.37, -4.56, 5.12], [6.33, 4.68, -6.04], [2.09, 4.32, -4.15], [4.20, -1.46, 6.88], [-1.91, 1.39, -3.04], [-3.67, 0.25, 3.51], [4.53, 2.89, -3.06], [-0.62, 0.69, -2.51], [3.27, 5.11, -4.05], [0.11, 0.61, -3.33], [4.02, 0.84, 5.97], [-3.67, -5.45, 3.18], [-4.61, -4.72, 6.87], [3.74, 2.95, 1.86], [1.38, 1.04, -1.19], [5.33, 0.42, 4.53], [5.99, -0.66, 3.72], [-4.62, -8.14, 0.49], [1.62, 2.21, -2.88], [0.01, 2.59, -1.52], [4.48, -2.04, 5.23], [7.10, 7.16, -9.34], [-2.77, -2.44, 5.56], [-2.96, 0.64, 0.53], [-7.73, -4.66, -1.94], [7.59, 7.13, -8.37], [4.97, 5.52, -2.83], [-3.82, -2.89, 6.29], [-9.28, -6.55, -1.95], [-10.17, -5.94, -2.12], [-6.09, -7.17, 0.22], [-2.51, 1.72, -2.18], [5.74, 6.78, -4.79], [2.93, 3.69, 1.81], [-4.21, -8.48, 2.79], [6.23, 7.05, -5.73], [3.99, 5.02, -2.68], [-2.16, -1.44, 5.93], [-2.12, -4.22, 4.56], [-4.01, -2.33, 7.10], [-2.82, -7.78, 3.62], [-9.56, -7.38, -1.29], [4.30, 3.57, -2.21], [-3.38, -7.78, 2.69], [-4.04, 3.65, 3.26], [-2.39, -3.19, 4.31], [-3.09, 3.11, 3.16], [2.99, 1.00, -2.53], [-3.18, 2.94, 1.04], [5.59, 1.60, 4.35], [-4.67, -4.04, 6.02], [2.34, 3.49, -4.53], [-4.62, -6.19, 1.30], [5.54, 7.66, -6.32], [3.45, 5.62, -1.94], [-2.97, 2.43, 3.99], [-0.53, 1.30, -0.44], [6.38, 1.82, 0.64], [6.58, 5.78, -6.47], [-3.22, -3.19, 3.61], [-5.70, -3.70, 5.92], [-4.60, -6.80, -0.68], [2.27, 1.74, -2.12]],
  "energy_ha": -2463.7948,
  "charge": -1,
  "gap_ha": 0.1398,
  "lumo_ev": 1.64,
  "multiplicity": 1,
  "homo_energy_ev": -2.17
}

---

No. 6
{
  "formula": "C39H61N5O10P2S",
  "method": "wB97M-V/def2-TZVPD",
  "symbols": ["H", "C", "H", "C", "H", "C", "C", "C", "C", "H", "O", "H", "H", "H", "N", "H", "C", "C", "H", "H", "C", "O", "O", "C", "C", "H", "H", "C", "H", "C", "C", "C", "C", "H", "H", "N", "H", "H", "C", "H", "H", "N", "H", "C", "H", "C", "H", "H", "C", "H", "C", "H", "O", "N", "H", "O", "H", "S", "C", "C", "H", "O", "H", "H", "H", "C", "H", "H", "O", "H", "C", "C", "C", "C", "H", "H", "H", "H", "C", "H", "C", "O", "H", "C", "P", "P", "H", "C", "H", "H", "C", "H", "O", "H", "C", "C", "H", "H", "H", "H", "H", "H", "H", "H", "H", "C", "H", "H", "H", "C", "C", "C", "H", "H", "H", "O", "H", "N"],
  "xyz": [[0.89, 10.26, 0.38], [2.71, -1.40, 2.86], [4.99, -4.71, -7.18], [-6.22, 0.33, -0.74], [-0.13, -3.53, -4.43], [-4.36, 0.06, 1.27], [-1.68, 0.55, 2.04], [-7.76, -0.12, -1.11], [1.44, 8.51, 1.49], [-0.44, 3.44, 2.16], [5.06, -0.13, 2.84], [2.53, -4.55, -6.88], [-8.96, 0.76, 1.17], [2.43, -1.47, -8.42], [1.88, -8.16, 0.79], [-0.18, -7.51, 0.59], [-7.76, -1.05, 3.74], [0.85, -7.03, 0.94], [1.88, -3.95, -5.36], [0.68, -6.11, -1.20], [0.99, 9.19, 0.18], [-4.17, 4.74, 4.22], [6.13, 1.95, 3.44], [1.25, -5.90, -0.19], [-4.84, 1.14, 2.45], [-0.14, 1.61, 4.30], [3.55, -5.92, 1.40], [2.66, -3.78, -6.11], [2.40, -5.90, -0.45], [-2.15, 1.62, 3.21], [2.36, 6.40, 0.85], [-0.38, 3.67, 3.33], [-6.46, 1.48, 2.68], [-0.27, 7.66, -0.27], [1.12, -5.11, -3.41], [-0.32, 8.68, -0.27], [2.81, 1.65, 4.18], [4.00, -4.85, -4.82], [0.26, -1.35, 1.28], [-7.94, 0.02, -2.28], [-1.39, 2.69, 5.20], [4.27, -2.80, -4.47], [2.67, -8.02, 1.46], [0.00, -3.43, -3.24], [-1.68, -4.94, -3.23], [3.57, 2.15, 3.44], [-8.00, -2.13, 4.16], [3.11, 2.39, 2.38], [5.21, -4.02, -6.36], [-6.11, 1.42, -0.35], [0.85, -4.34, 0.25], [4.10, -1.93, -4.98], [-2.80, -1.21, -1.31], [-1.11, 4.98, 3.54], [-5.58, 0.23, -1.74], [1.21, -4.23, -2.94], [3.06, -3.13, -8.52], [-9.07, 0.91, -0.24], [-0.09, 0.19, 1.77], [-2.76, -0.23, 1.04], [4.02, -1.82, -7.75], [1.31, 7.09, 1.50], [2.09, -0.60, 3.50], [-3.39, 3.20, 5.94], [-5.10, -1.68, -0.09], [3.02, -2.23, -7.90], [0.79, 3.77, 3.55], [0.89, -1.37, -3.93], [2.40, -2.48, -6.65], [-0.76, -1.18, -2.99], [4.03, -3.91, -5.40], [4.96, 1.29, 3.24], [0.26, -1.78, -3.04], [-3.75, 1.93, 3.42], [3.38, -4.70, 3.40], [6.10, -4.39, -5.83], [2.13, 6.27, -0.21], [1.43, -9.09, 0.88], [3.88, -0.56, 2.07], [3.53, -2.80, -3.76], [-0.54, -3.61, -0.32], [3.65, -0.27, 0.77], [1.77, 9.75, -1.77], [1.99, 9.03, -0.97], [-4.23, 3.23, 4.76], [3.47, -4.57, 1.95], [5.48, -3.05, -6.80], [1.64, -2.08, 1.82], [-7.00, 1.70, 1.64], [0.77, -6.63, 2.04], [1.90, -3.62, 1.30], [-6.37, -1.01, 1.14], [-1.40, -4.37, -1.21], [5.42, -4.48, 1.03], [-1.39, -3.97, -2.60], [-5.53, -0.68, 0.35], [0.78, 8.87, 2.30], [-0.35, 5.72, 3.49], [-6.62, 2.46, 3.32], [2.46, 8.81, 1.77], [3.88, 3.18, 3.91], [-7.87, -1.28, -0.84], [2.43, 5.40, 1.28], [3.01, 9.23, -0.62], [0.89, -1.63, -2.04], [-0.82, -2.10, 0.25], [-1.71, 5.12, 2.68], [3.32, 6.90, 0.97], [-2.23, -3.18, -2.91], [-2.15, -1.24, -0.15], [-7.24, 0.26, 3.50], [-1.02, 2.38, 4.14], [3.13, -2.19, 3.63], [-5.60, 3.04, 5.21], [1.97, 8.04, -1.42], [0.90, 1.08, 1.89], [-1.01, 8.88, 0.46], [4.86, -3.79, 1.60]],
  "energy_ha": -3628.5094,
  "gap_ha": 0.2424,
  "lumo_ev": -2.17,
  "multiplicity": 1,
  "homo_energy_ev": -8.77,
  "smiles": "C#CCc1c(CCCS)c2c(c(CCN)c1[PH2]=O)C(=O)c1c(CC(=O)OC(C)=O)c([PH2]=N)c(CCN)c(OC[C@@H](C)O)c1C2=O.COC[C@@H](C)N.COC[C@@H](C)N"
}

---

No. 7
{
  "formula": "C5H18NO7",
  "method": "wB97M-V/def2-TZVPD",
  "symbols": ["H", "H", "H", "N", "H", "O", "H", "O", "C", "H", "O", "H", "H", "C", "H", "H", "O", "C", "O", "O", "H", "H", "C", "H", "H", "H", "H", "H", "C", "O", "H"],
  "xyz": [[-3.77, -0.50, -1.16], [-1.53, -2.31, -1.54], [2.35, 1.76, -3.15], [-0.91, 0.13, 0.51], [1.47, 0.94, 3.10], [-1.21, 3.23, -0.09], [-1.72, -0.92, -2.41], [0.02, -2.04, 2.67], [-2.91, -0.79, -0.57], [-3.36, -1.65, -0.05], [3.16, 2.00, -2.69], [0.11, -1.48, -0.30], [-2.83, -0.01, 1.46], [-0.46, -0.65, -0.72], [0.41, -2.08, 1.78], [-0.67, -0.51, 1.26], [3.58, -1.31, 0.36], [0.45, 0.36, -1.43], [2.18, 0.57, 3.64], [1.67, 0.26, -1.10], [2.82, -1.78, -0.01], [0.19, -1.11, 2.87], [-2.42, 0.21, 0.49], [3.25, 1.18, -2.19], [-2.55, 1.22, 0.11], [3.41, -0.45, -0.04], [-1.05, 2.58, 0.59], [-0.62, 2.98, -0.81], [-1.72, -1.25, -1.36], [-0.06, 1.22, -2.18], [2.74, 0.18, 2.95]],
  "e_above_lowest_kj_mol": 97.0,
  "energy_ha": -782.8227,
  "charge": -1,
  "gap_ha": 0.3112,
  "lumo_ev": 3.02,
  "multiplicity": 1,
  "homo_energy_ev": -5.44
}